Record 1
Computed, not measured: the ion C5H9N2 with charge +1, with ωB97M-V/def2-TZVPD.

As for the spin multiplicity: 1. The charge is +1. The calculation puts the LUMO energy at -3.412 eV. The SMILES is CCc1c[nH]c[nH+]1.

Last column: Löwdin charge in e.
Geometry (Å):
C: 2.13 -1.07 -0.38  -0.11
C: 1.22 0.08 -0.65  -0.21
C: -0.05 0.14 0.14  -0.13
C: -1.12 -0.69 0.32  -0.01
N: -2.23 0.00 0.76  0.11
C: -1.93 1.31 0.82  -0.04
N: -0.68 1.43 0.39  0.14
H: 1.67 -2.08 -0.57  0.09
H: 2.88 -1.11 -1.25  0.11
H: 2.65 -1.17 0.55  0.07
H: 0.88 0.00 -1.73  0.15
H: 1.75 1.05 -0.76  0.13
H: -1.22 -1.75 0.07  0.15
H: -3.08 -0.48 1.04  0.18
H: -2.60 2.07 1.22  0.17
H: -0.26 2.28 0.03  0.18


Record 2
Computed, not measured: the ion C5H9N2 with charge +1, with ωB97M-V/def2-TZVPD.

As for the spin multiplicity: 1. The charge is +1. The calculation puts the LUMO energy at -3.775 eV. The SMILES is C=C1CCNC1=[NH2+].

Last column: Löwdin charge in e.
Geometry (Å):
C: 0.51 -2.14 -0.18  0.12
C: 0.27 -0.87 0.07  -0.11
C: 1.36 0.16 0.32  -0.12
C: 0.78 1.47 -0.25  -0.10
N: -0.69 1.38 -0.02  0.12
C: -1.11 0.14 -0.01  -0.20
N: -2.32 -0.33 0.09  0.24
H: 1.47 -2.37 0.00  0.05
H: -0.30 -2.80 -0.35  0.08
H: 1.76 0.34 1.26  0.10
H: 2.30 0.00 -0.18  0.13
H: 1.09 2.32 0.29  0.11
H: 1.07 1.55 -1.28  0.13
H: -1.09 2.28 0.17  0.17
H: -2.32 -1.29 0.30  0.13
H: -2.98 0.42 0.19  0.15


Record 3
Computed, not measured: a structure of composition C5H9N2, with ωB97M-V/def2-TZVPD.

As for the spin multiplicity: 1. The charge is +1. The calculation puts the LUMO energy at -3.831 eV.

Last column: Löwdin charge in e.
Geometry (Å):
C: -1.60 -1.16 0.27  -0.04
C: -1.06 1.31 0.04  -0.04
C: -0.89 0.02 0.88  -0.15
C: 0.15 -0.42 -0.16  -0.26
C: 2.32 -0.82 0.20  0.18
N: -0.72 -1.47 -0.62  0.14
N: -0.03 0.85 -0.95  0.14
H: -2.55 -1.63 0.46  0.13
H: -2.04 1.46 -0.40  0.14
H: -0.74 2.21 0.56  0.14
H: -0.76 0.11 1.95  0.15
H: 2.71 -0.67 -0.79  0.03
H: 2.26 -1.85 0.53  0.04
H: 2.51 -0.08 0.95  0.03
H: -0.36 0.69 -1.91  0.19
H: 0.81 1.44 -0.99  0.18


Here are the calculated ΔE to the lowest compared entry with this formula, charge and spin numbers, same order: 1.252 2.492 5.907 (eV).
Here are the calculated gap between HOMO and LUMO numbers, same order: 10.75 10.72 10.36 (eV).